57
Properties=species:S:1:pos:R:3:forces:R:3 method="wB97M-V/def2-TZVPD" multiplicity=3 s_squared=2.013 gap_ev="5.8 / 5.5" relative_energy_kj_mol=48.8 homo_energy_ev="-13.16 / -13.16" charge=+2 lumo_energy_ev="-7.38 / -7.62"
Mo -0.190 0.142 0.709 0.0 1.2 -0.1
O 2.814 -2.786 -0.003 0.0 -0.1 0.0
C 1.726 -2.108 0.170 0.2 0.0 0.0
O 1.695 -0.893 0.374 -0.1 0.1 0.1
C 0.463 -2.865 0.157 -0.3 -0.1 0.0
C 0.308 -4.230 -0.031 0.0 0.1 0.0
C -0.965 -4.758 0.120 0.0 0.0 0.0
C -2.015 -3.931 0.504 0.1 0.1 0.0
C -1.761 -2.580 0.681 0.2 -0.2 -0.1
N -0.552 -2.062 0.464 -0.1 0.0 -0.1
C -2.665 -1.535 1.231 -0.2 0.1 0.0
O -3.900 -1.756 1.557 -0.1 0.0 0.0
O -2.186 -0.420 1.407 -0.1 -0.3 0.2
H 3.611 -2.231 0.074 0.0 0.0 0.0
H 1.158 -4.852 -0.273 0.0 0.0 0.0
H -1.134 -5.817 -0.022 0.0 0.0 0.0
H -2.996 -4.353 0.677 0.0 0.0 0.0
H -4.210 -2.659 1.391 0.0 0.0 0.0
Br -0.755 4.107 0.283 0.0 0.0 0.0
C -1.164 3.191 1.867 0.0 0.0 0.1
C -1.813 3.948 2.840 0.1 0.0 -0.1
C -2.087 3.391 4.070 0.0 -0.1 0.1
C -1.667 2.092 4.317 0.0 0.0 -0.1
C -1.033 1.411 3.306 -0.1 0.1 0.1
N -0.807 1.915 2.070 0.0 0.0 -0.1
C -0.499 0.036 3.548 0.1 -0.4 0.2
O -0.760 -0.629 4.508 -0.1 0.2 0.0
O 0.314 -0.354 2.570 -0.1 -0.1 -0.2
H -2.082 4.968 2.609 0.0 0.0 0.0
H -2.598 3.966 4.830 0.0 0.0 0.0
H -1.810 1.596 5.266 0.0 0.0 0.0
S -2.654 1.486 -0.621 0.0 -0.1 0.2
C -1.854 0.484 -1.673 -0.2 -0.1 -0.2
N -0.595 0.089 -1.426 0.3 -0.1 0.1
C -0.054 -0.642 -2.487 0.0 -0.2 -0.2
C 1.276 -1.023 -2.658 0.0 0.0 -0.1
C 1.628 -1.746 -3.790 0.0 0.0 0.0
C 0.683 -2.073 -4.757 0.0 0.0 0.0
C -0.628 -1.639 -4.633 0.0 0.0 0.0
C -0.983 -0.917 -3.504 0.2 0.0 0.1
S -2.514 -0.161 -3.151 0.1 0.1 0.2
H 2.044 -0.695 -1.972 0.0 0.0 0.0
H 2.661 -2.032 -3.934 0.0 0.0 0.0
H 0.980 -2.634 -5.632 0.0 0.0 0.0
H -1.351 -1.842 -5.411 0.0 0.0 0.0
N 2.751 3.641 -2.391 0.0 0.1 -0.1
C 2.545 3.098 -1.182 -0.2 -0.2 0.2
C 1.503 2.163 -0.966 0.2 0.1 0.0
N 1.312 1.649 0.240 0.0 -0.2 -0.1
C 2.126 2.012 1.248 0.0 0.0 0.0
C 3.137 2.925 1.006 -0.1 -0.1 0.1
N 3.351 3.460 -0.182 0.0 0.1 -0.2
H 2.145 3.455 -3.169 0.0 0.0 0.0
H 3.478 4.329 -2.495 0.0 0.0 0.0
H 0.823 1.874 -1.753 0.0 0.0 0.0
H 1.954 1.563 2.215 0.1 0.0 0.0
H 3.797 3.230 1.809 0.0 0.0 0.0

---

105
Properties=species:S:1:pos:R:3:forces:R:3 method="wB97M-V/def2-TZVPD" gap_ev=6.3 relative_energy_kj_mol=288.5 homo_energy_ev=-5.29 charge=-1 lumo_energy_ev=1.00
C 3.038 4.144 0.076 -1.0 0.8 0.6
C 1.711 4.091 1.006 0.8 1.3 -0.1
N 0.612 3.271 0.430 -0.1 -1.4 0.2
C -0.740 3.790 0.788 -0.6 1.3 1.0
C -1.035 3.879 2.368 -0.6 0.2 -0.3
C 0.766 1.834 0.701 0.7 -1.3 1.6
S 1.072 1.186 2.238 -0.1 1.5 -2.4
S 0.597 0.541 -0.657 0.2 1.1 0.1
C 2.121 -0.521 -0.669 2.1 0.1 0.4
C 1.963 -1.926 -1.424 -0.6 0.4 -0.5
C 0.830 -2.894 -0.837 0.4 0.4 0.1
C 1.137 -3.470 0.625 -1.2 -1.1 -0.8
Cl 0.881 -2.196 1.964 0.4 -0.9 -1.0
N 2.532 -3.964 0.813 -1.1 0.4 0.3
I 3.102 -5.313 -0.638 -0.3 -0.1 -0.1
C 0.017 -4.612 0.938 -5.3 -1.3 -0.4
O 0.238 -5.617 1.690 1.1 2.5 -1.4
O -1.233 -4.432 0.382 5.7 0.3 1.8
H 3.837 4.688 0.710 -1.0 -1.1 -1.1
H 2.763 4.841 -0.799 0.7 -1.4 1.1
H 3.380 3.117 -0.281 -0.4 1.4 0.5
H 1.320 5.181 1.029 0.5 -1.7 0.0
H 1.990 3.840 2.084 -0.5 0.0 -1.4
H -1.604 3.221 0.303 1.6 0.7 0.7
H -0.776 4.876 0.395 0.1 -1.8 0.4
H -1.877 4.658 2.509 1.1 -1.4 -0.2
H -1.382 2.858 2.736 0.5 1.5 -0.2
H -0.160 4.252 2.996 -1.0 -0.7 -1.0
H 2.921 0.073 -1.258 -1.3 -0.9 0.9
H 2.540 -0.631 0.391 -0.9 0.0 -1.4
H 3.003 -2.410 -1.492 -1.6 0.7 0.4
H 1.667 -1.680 -2.515 0.4 -0.4 1.6
H 0.645 -3.793 -1.537 0.4 1.5 1.2
H -0.148 -2.311 -0.807 1.2 -0.9 0.2
H 2.497 -4.524 1.689 -0.4 0.2 -0.7
C -4.527 -6.236 1.859 0.7 -0.1 -0.1
Cl -5.176 -7.240 3.179 -0.1 0.1 -0.1
Cl -2.796 -6.557 1.664 -0.6 0.2 0.1
Cl -5.376 -6.628 0.346 0.0 0.1 0.4
Cl -4.772 -4.519 2.248 0.0 -0.3 0.0
C 6.734 -4.514 2.251 -0.4 -0.1 0.0
Cl 7.524 -4.637 0.663 -0.3 0.0 0.6
Cl 7.181 -5.919 3.244 0.0 0.2 -0.1
Cl 7.263 -3.023 3.062 0.0 -0.2 -0.1
Cl 4.973 -4.478 2.032 1.0 0.3 0.4
C 9.130 -6.793 -2.332 -0.1 -0.1 0.1
Cl 8.486 -7.790 -1.011 0.1 0.2 -0.3
Cl 10.858 -7.144 -2.551 -0.2 0.1 0.0
Cl 8.255 -7.163 -3.833 0.2 0.1 0.2
Cl 8.921 -5.074 -1.933 0.2 -0.3 -0.4
C -4.064 7.421 0.466 -0.1 0.0 0.1
Cl -5.168 7.201 -0.908 0.2 0.0 0.2
Cl -4.261 9.058 1.127 -0.3 -0.5 0.2
Cl -4.438 6.225 1.723 0.1 0.2 -0.3
Cl -2.387 7.202 -0.082 -0.2 0.0 0.1
C -2.356 12.102 -0.974 0.1 -0.1 -0.1
Cl -2.183 10.349 -0.750 0.3 0.7 -0.4
Cl -2.362 12.477 -2.710 0.4 -0.1 0.4
Cl -3.884 12.643 -0.245 0.2 -0.1 -0.1
Cl -0.997 12.938 -0.191 -0.2 -0.1 -0.1
C -5.552 -10.024 -2.291 0.2 0.1 0.1
Cl -5.360 -11.780 -2.095 -0.1 0.2 0.0
Cl -5.602 -9.624 -4.022 0.0 -0.1 0.2
Cl -7.067 -9.505 -1.520 0.2 -0.1 -0.1
Cl -4.184 -9.189 -1.530 -0.3 -0.3 -0.3
C -1.012 3.426 -3.366 -0.1 -0.2 0.1
Cl -1.675 2.421 -2.060 -0.1 0.2 -0.7
Cl 0.728 3.096 -3.544 -0.4 -0.1 0.0
Cl -1.845 3.041 -4.886 0.2 0.0 0.2
Cl -1.259 5.146 -2.984 -0.2 -0.3 0.0
C -2.767 -0.035 -7.584 0.0 -0.1 0.1
Cl -2.963 1.693 -7.947 0.0 -0.2 0.0
Cl -1.074 -0.361 -7.156 -0.3 0.1 -0.1
Cl -3.815 -0.475 -6.220 0.2 0.2 -0.4
Cl -3.213 -0.996 -9.011 0.1 0.2 0.2
C -0.261 -1.168 5.639 -0.1 -0.1 -0.2
Cl -1.469 -1.431 4.365 0.2 0.1 0.3
Cl 0.758 0.223 5.210 -0.2 -0.3 0.3
Cl -1.086 -0.845 7.181 0.1 0.0 -0.1
Cl 0.750 -2.620 5.799 -0.2 0.4 0.0
C 3.950 -4.791 6.391 -0.1 0.0 -0.2
Cl 2.739 -5.046 5.119 0.6 0.0 0.1
Cl 4.970 -3.400 5.967 -0.2 -0.2 0.1
Cl 3.131 -4.475 7.936 0.1 -0.1 -0.2
Cl 4.964 -6.244 6.545 -0.1 0.2 0.0
C 0.081 -7.611 6.840 -0.1 0.1 -0.2
Cl -0.026 -5.862 6.556 -0.3 -0.5 0.2
Cl 1.761 -8.047 7.225 -0.2 0.1 0.0
Cl -0.974 -8.057 8.200 0.1 0.0 -0.1
Cl -0.436 -8.479 5.380 0.1 0.2 0.3
C -3.772 -3.720 -2.486 0.5 -0.2 0.2
Cl -4.908 -5.071 -2.700 0.1 0.2 -0.1
Cl -4.218 -2.796 -1.037 0.1 -0.2 -0.3
Cl -2.128 -4.356 -2.298 -0.7 0.2 -0.2
Cl -3.838 -2.657 -3.912 0.0 -0.1 0.1
C 2.566 7.557 -3.266 0.0 -0.2 0.0
Cl 3.298 7.925 -1.688 -0.1 0.0 -0.2
Cl 3.825 7.569 -4.520 -0.2 0.0 0.2
Cl 1.803 5.955 -3.206 0.5 0.6 -0.1
Cl 1.338 8.784 -3.648 0.2 -0.2 0.1
C -5.793 11.575 -4.333 0.0 0.0 0.1
Cl -4.945 11.427 -5.888 -0.1 0.0 0.2
Cl -5.366 10.199 -3.293 -0.1 0.2 -0.1
Cl -5.311 13.088 -3.538 -0.5 -0.1 -0.3
Cl -7.547 11.584 -4.614 0.3 0.0 0.0

---

53
Properties=species:S:1:pos:R:3:forces:R:3 method="wB97M-V/def2-TZVPD" multiplicity=3 s_squared=2.017 gap_ev="5.9 / 6.2" homo_energy_ev="-1.52 / -1.73" charge=-2 lumo_energy_ev="4.43 / 4.43"
V -0.433 0.357 -0.033 -0.4 0.2 -0.4
O 1.983 3.456 1.556 0.0 0.0 0.0
C 1.464 2.457 1.033 -0.1 0.1 0.0
N 0.318 1.842 1.269 0.3 0.1 0.1
C -0.376 2.012 2.468 0.0 0.1 0.0
C -0.464 3.181 3.214 0.0 -0.2 0.0
C -1.157 3.165 4.419 0.0 0.0 0.0
C -1.745 1.993 4.872 0.0 0.1 0.0
C -1.652 0.815 4.137 0.0 0.0 -0.1
C -0.967 0.815 2.923 -0.1 0.1 0.0
N -0.777 -0.260 2.043 -0.1 -0.2 0.1
C -0.957 -1.511 2.427 0.1 0.2 0.1
O -1.282 -1.986 3.532 0.0 -0.1 0.0
C -0.643 -2.479 1.314 0.0 -0.1 -0.1
C -0.695 -3.847 1.560 0.0 0.0 0.1
C -0.373 -4.728 0.548 0.0 0.1 -0.1
C -0.013 -4.209 -0.689 0.0 -0.1 0.1
C -0.004 -2.836 -0.857 0.0 0.1 0.0
N -0.309 -1.978 0.121 0.1 0.0 0.0
C 2.285 1.650 0.054 0.0 -0.1 0.0
C 3.567 2.049 -0.305 0.0 0.0 0.0
C 4.364 1.177 -1.021 -0.1 -0.1 0.0
C 3.852 -0.069 -1.363 0.1 0.1 0.0
C 2.548 -0.365 -1.011 -0.1 -0.1 0.0
N 1.774 0.472 -0.321 0.1 0.0 -0.1
H 0.002 4.079 2.839 0.0 0.0 0.0
H -1.244 4.076 5.002 0.0 0.0 0.0
H -2.292 1.990 5.809 0.0 0.0 0.0
H -2.101 -0.098 4.492 0.0 0.0 0.0
H -0.989 -4.160 2.552 0.0 0.0 0.0
H -0.401 -5.799 0.713 0.0 0.0 0.0
H 0.243 -4.853 -1.520 0.0 0.0 0.0
H 0.231 -2.394 -1.815 0.0 0.0 0.0
H 3.900 3.022 0.029 0.0 0.0 0.0
H 5.373 1.453 -1.305 0.0 0.0 0.0
H 4.441 -0.791 -1.913 0.0 0.0 0.0
H 2.090 -1.300 -1.303 0.0 0.0 0.0
O -3.415 1.733 -1.895 0.1 0.0 0.0
S -2.638 1.797 -0.667 -0.1 0.2 -0.1
O -3.189 2.714 0.314 0.0 0.0 0.0
O -2.478 0.402 -0.058 0.2 -0.2 0.1
O -1.175 2.113 -0.946 0.1 -0.1 0.2
C -0.716 -0.752 -4.977 0.0 0.0 0.0
C 0.380 -0.029 -4.530 0.0 0.0 0.0
C 0.514 0.275 -3.175 0.0 0.0 -0.1
C -0.416 -0.127 -2.209 -0.1 0.0 0.3
C -1.533 -0.819 -2.708 0.1 0.0 -0.2
C -1.682 -1.134 -4.054 0.0 0.0 0.1
H -0.828 -0.993 -6.030 0.0 0.0 0.0
H 1.132 0.312 -5.237 0.0 0.0 0.0
H 1.377 0.873 -2.891 0.0 0.0 0.0
H -2.322 -1.098 -2.018 0.0 0.0 0.0
H -2.570 -1.663 -4.389 0.0 0.0 0.0

---

61
Properties=species:S:1:pos:R:3:forces:R:3 method="wB97M-V/def2-TZVPD" gap_ev=4.2 relative_energy_kj_mol=150.5 homo_energy_ev=-13.74 charge=+2 lumo_energy_ev=-9.59
Au 0.591 0.109 -1.975 -0.8 -0.7 -1.0
F 3.353 1.559 2.417 0.0 0.1 -0.1
C 4.191 1.440 1.388 -0.1 -0.1 0.7
F 5.081 2.402 1.428 -0.2 0.0 -0.4
F 4.784 0.259 1.465 -0.2 0.1 -0.4
S 3.137 1.520 -0.166 0.9 0.4 0.0
O 1.981 0.660 0.150 -1.1 -0.8 0.8
O 3.887 1.047 -1.269 0.4 0.1 -0.2
N 2.696 3.032 -0.220 0.1 0.2 -0.1
S 1.171 3.257 -0.389 0.8 1.7 -0.1
O 0.420 3.088 0.833 -0.1 0.3 0.6
O 0.603 2.509 -1.494 -0.2 -0.3 -0.9
C 0.837 5.047 -0.820 -0.1 0.6 -0.3
F -0.478 5.071 -1.047 0.1 -0.2 0.1
F 1.118 5.846 0.186 0.2 -0.4 0.0
F 1.466 5.432 -1.910 0.2 -0.4 0.2
Se -0.909 -1.980 -3.889 0.5 -0.9 -0.8
Se -2.454 -1.732 -2.223 -0.8 0.1 0.1
C -2.761 0.175 -2.458 0.3 -0.9 0.1
C -4.052 0.673 -2.429 0.1 0.1 0.0
C -4.219 2.027 -2.689 0.2 -0.1 0.1
C -3.105 2.794 -2.997 0.1 -0.1 -0.1
C -1.852 2.197 -2.993 -0.4 0.5 -0.2
N -1.688 0.913 -2.696 0.7 0.2 0.4
C 0.523 -2.854 -2.892 -1.0 0.5 -0.6
C 0.738 -4.218 -2.910 0.2 0.1 0.0
C 1.823 -4.710 -2.191 0.0 0.2 0.0
C 2.653 -3.819 -1.525 0.0 0.1 -0.1
C 2.375 -2.461 -1.593 0.4 -0.4 0.2
N 1.316 -2.004 -2.253 0.2 1.0 0.6
H -4.890 0.024 -2.225 0.0 -0.1 -0.1
H -5.206 2.464 -2.671 -0.1 0.1 0.0
H -3.204 3.837 -3.248 0.0 0.1 0.0
H -0.955 2.747 -3.234 0.0 0.1 0.0
H 0.094 -4.874 -3.474 -0.1 0.0 0.0
H 2.022 -5.771 -2.164 0.0 -0.1 0.0
H 3.513 -4.163 -0.971 0.1 0.0 0.0
H 3.002 -1.714 -1.126 0.1 -0.1 0.1
Te -0.521 0.892 0.435 -0.9 -2.4 2.3
C 0.041 0.783 2.485 -0.2 0.1 -0.5
C -0.418 1.829 3.281 0.1 0.4 -0.1
C -0.215 1.783 4.654 -0.2 0.0 -0.1
C 0.429 0.697 5.228 -0.1 0.2 -0.1
C 0.898 -0.333 4.429 0.0 -0.3 -0.5
C 0.695 -0.306 3.055 0.1 -0.3 0.1
C -1.191 -1.163 0.672 0.4 -0.7 0.0
C -0.410 -2.313 0.569 0.3 0.6 0.0
C -0.955 -3.561 0.826 -0.2 0.1 0.1
C -2.288 -3.667 1.201 0.0 0.1 -0.1
C -3.071 -2.529 1.330 0.2 -0.1 0.0
C -2.523 -1.284 1.068 0.5 0.9 -0.1
H -0.899 2.682 2.819 0.0 0.1 0.2
H -0.563 2.598 5.268 -0.1 0.1 0.1
H 0.560 0.653 6.300 0.1 0.0 0.1
H 1.405 -1.175 4.876 0.1 0.0 0.0
H 1.047 -1.121 2.439 0.0 0.0 0.1
H 0.638 -2.215 0.321 0.1 -0.1 -0.1
H -0.345 -4.452 0.773 0.1 0.0 -0.1
H -2.715 -4.637 1.403 0.0 -0.1 0.0
H -4.096 -2.609 1.659 -0.1 0.0 0.0
H -3.104 -0.380 1.185 -0.4 0.0 0.1